Record 1
This record from OMol25 describes 6 unconnected molecules or ions with the total composition C28H37NO15P at a distorted geometry. The level of theory is the ωB97M-V functional and the def2-TZVPD basis.

Last columns: bonded neighbours and bond lengths (Å).
Positions of all 82 atoms, in Å:
1 P -2.60613 -2.12081 -2.18366  C22 1.951, C25 1.934, H56 1.473, H60 1.446, H62 1.442, H78 1.474
2 O -0.07664 4.34782 -0.61990  C23 1.360, C42 1.424
3 O -4.61558 -5.67317 -0.70424  C28 1.362, C38 1.419
4 O -4.89814 -4.97209 -2.83585  C28 1.194
5 O 7.64814 0.33242 0.32439  C33 1.420, C37 1.362
6 O 0.66024 5.67247 -2.30734  C23 1.204
7 O 1.60963 3.64780 -1.92703  C23 1.359, C39 1.423
8 O 0.76390 9.97104 2.89809  C41 1.198
9 O 0.89154 9.97542 0.63614  C29 1.422, C41 1.362
10 O 5.64053 0.14182 1.35463  C37 1.197
11 O 6.20594 -1.26499 -0.32573  C37 1.361, C44 1.420
12 O -0.06843 -0.23654 5.69579  C20 1.362, C36 1.420
13 O 1.62061 -0.94008 4.38898  C20 1.362, C21 1.420
14 O 1.59546 8.17979 1.79028  C18 1.422, C41 1.361
15 O 0.67330 1.08153 4.01166  C20 1.196
16 O -6.68905 -5.29489 -1.48870  C28 1.364, C35 1.419
17 N -3.96851 -1.82936 0.28530  C22 1.426, C32 1.425
18 C 1.58388 7.80893 0.41753  O14 1.422, C29 1.497, H55 1.091, H64 1.094
19 C 2.26873 -2.35853 0.87693  C31 1.617, H57 1.150, H65 1.156, H79 1.150
20 C 0.73625 0.06521 4.63889  O12 1.362, O13 1.362, O15 1.196
21 C 1.53262 -1.85217 5.47377  O13 1.420, C36 1.499, H48 1.094, H59 1.091
22 C -3.98805 -1.33632 -1.05247  P1 1.951, N17 1.426, C24 1.522
23 C 0.72537 4.64947 -1.67628  O2 1.360, O6 1.204, O7 1.359
24 C -4.88854 -0.31666 -1.73443  C22 1.522, C40 1.540, H74 1.138
25 C -1.13072 -2.72260 -3.28051  P1 1.934, C45 1.617, H50 1.158, H72 1.140
26 C 2.62760 -0.72215 -1.34697  C30 1.606, C31 1.543, H61 1.148
27 C 0.97600 -0.91215 -3.47608  C30 1.558, C45 1.555, H71 1.148
28 C -5.35623 -5.28376 -1.77834  O3 1.362, O4 1.194, O16 1.364
29 C 1.55912 9.12839 -0.29013  O9 1.422, C18 1.497, H69 1.094, H73 1.091
30 C 2.22030 -0.23904 -2.82373  C26 1.606, C27 1.558, H58 1.146
31 C 1.86563 -1.83603 -0.59896  C19 1.617, C26 1.543, C43 1.552
32 C -5.02302 -1.16838 0.97937  N17 1.425, C34 1.516, H53 1.157
33 C 8.35373 -0.51908 -0.56612  O5 1.420, C44 1.499, H54 1.094, H70 1.091
34 C -6.06217 -0.16678 0.51608  C32 1.516, C40 1.545, H80 1.142
35 C -6.83658 -5.92931 -0.22815  O16 1.419, C38 1.500, H49 1.095, H51 1.091
36 C 0.15870 -1.60043 6.01778  O12 1.420, C21 1.499, H47 1.094, H76 1.091
37 C 6.42387 -0.22879 0.52955  O5 1.362, O10 1.197, O11 1.361
38 C -5.49344 -5.73308 0.40927  O3 1.419, C35 1.500, H52 1.094, H66 1.091
39 C 1.52354 2.73176 -0.84098  O7 1.423, C42 1.497, H46 1.092, H67 1.094
40 C -6.04338 0.33037 -0.94715  C24 1.540, C34 1.545, H75 1.135
41 C 1.05656 9.42663 1.87170  O8 1.198, O9 1.362, O14 1.361
42 C 0.15215 2.98014 -0.29579  O2 1.424, C39 1.497, H77 1.091, H81 1.094
43 C 0.62773 -2.49967 -1.25821  C31 1.552, C45 1.579, H82 1.144
44 C 7.25460 -1.24292 -1.28342  O11 1.420, C33 1.499, H63 1.094, H68 1.091
45 C 0.19110 -2.00166 -2.69109  C25 1.617, C27 1.555, C43 1.579
46 H 1.66082 1.70537 -1.18752  C39 1.092
47 H -0.60440 -2.21164 5.52697  C36 1.094
48 H 2.31924 -1.61775 6.19726  C21 1.094
49 H -7.07342 -6.98586 -0.38899  C35 1.095
50 H -0.98596 -3.84137 -3.01821  C25 1.158
51 H -7.64226 -5.46898 0.34627  C35 1.091
52 H -5.42603 -4.79206 0.96330  C38 1.094
53 H -5.08782 -1.45733 2.09792  C32 1.157
54 H 8.98821 -1.19312 0.01716  C33 1.094
55 H 2.46682 7.21910 0.16740  C18 1.091
56 H -1.73218 -1.04167 -1.69313  P1 1.473
57 H 3.35982 -2.10845 1.13921  C19 1.150
58 H 2.81451 0.56437 -3.38461  C30 1.146
59 H 1.66302 -2.87904 5.12870  C21 1.091
60 H -2.18928 -3.03014 -1.14004  P1 1.446
61 H 3.52232 -0.21829 -0.83397  C26 1.148
62 H -3.53165 -3.06028 -2.76703  P1 1.442
63 H 6.91020 -0.70655 -2.17244  C44 1.094
64 H 0.68957 7.21154 0.21916  C18 1.094
65 H 2.07671 -3.49763 0.84670  C19 1.156
66 H -5.22242 -6.55589 1.07325  C38 1.091
67 H 2.30962 2.96876 -0.11737  C39 1.094
68 H 7.54019 -2.25621 -1.56966  C44 1.091
69 H 2.56230 9.52526 -0.47272  C29 1.094
70 H 8.98207 0.06204 -1.24287  C33 1.091
71 H 0.62454 -0.58779 -4.51945  C27 1.148
72 H -1.27438 -2.53911 -4.39651  C25 1.140
73 H 1.01836 9.08356 -1.23641  C29 1.091
74 H -4.71390 -0.03175 -2.82272  C24 1.138
75 H -6.78858 1.09424 -1.33467  C40 1.135
76 H 0.10117 -1.75994 7.09573  C36 1.091
77 H 0.09620 2.82011 0.78182  C42 1.091
78 H -2.96822 -1.19684 -3.27321  P1 1.474
79 H 1.52453 -1.94910 1.65284  C19 1.150
80 H -6.85374 0.22063 1.24169  C34 1.142
81 H -0.61034 2.36764 -0.78534  C42 1.094
82 H 0.07220 -3.32539 -0.69339  C43 1.144

Calculated values
HOMO energy, eV: -3.4
Charge: -1
Kohn-Sham gap, Ha: 0.19900

Record 2
This record from OMol25 describes 12 unconnected molecules or ions with the total composition C28H38Cl4F7N3O27 at a distorted geometry. The level of theory is the ωB97M-V functional and the def2-TZVPD basis.

Last columns: bonded neighbours and bond lengths (Å).
Positions of all 107 atoms, in Å:
1 Cl -2.56447 12.86559 -38.82011  C62 1.795
2 Cl -2.78249 10.44737 -36.40474  C42 1.788
3 Cl 3.59316 9.93691 -35.01107  C64 1.784
4 Cl 5.93602 13.51685 -35.03457  C48 1.808
5 F -0.05497 15.29109 -38.09164  C63 1.367
6 F -5.58893 15.43537 -35.16081  C51 1.370
7 F -5.16434 18.26496 -34.94345  C46 1.378
8 F 1.79938 16.48349 -32.15450  C43 1.387
9 F 3.35324 9.61087 -40.65488  C67 1.390
10 F -3.11055 14.01706 -31.99404  C61 1.400
11 F 3.08314 10.36253 -29.43235  C57 1.376
12 O 3.56411 16.76016 -33.58970  C43 1.385, C47 1.356
13 O -1.58366 17.01672 -31.40161  C59 1.348, C65 1.425
14 O 1.21742 13.77663 -30.07023  C60 1.185
15 O -3.44941 16.26515 -32.33222  C59 1.357, C61 1.413
16 O 1.36463 12.11014 -39.53419  C55 1.348, C56 1.423
17 O 2.50999 12.46500 -31.34685  C58 1.428, C60 1.333
18 O -7.44300 12.00724 -33.13142  C50 1.181
19 O 1.16772 8.31630 -32.62850  N41 1.213
20 O 5.58900 17.64953 -33.23323  C47 1.178
21 O -3.01710 17.49118 -35.03794  C44 1.360, C46 1.403
22 O 2.39924 10.34220 -38.71409  C55 1.358, C67 1.387
23 O -2.19843 15.51109 -35.73800  C44 1.188
24 O -6.70460 14.02832 -33.80779  C50 1.374, C51 1.413
25 O -5.26675 12.36852 -33.65130  C50 1.342, C52 1.433
26 O -3.29997 18.41917 -31.68652  C59 1.176
27 O -1.18690 15.91909 -39.99650  C45 1.366, C63 1.404
28 O -3.07139 17.21654 -39.89023  C45 1.185
29 O -3.60613 16.64389 -37.00991  C44 1.326, C54 1.445
30 O 1.97900 12.13004 -37.38684  C55 1.182
31 O -1.16492 17.77008 -38.81848  C45 1.365, C53 1.414
32 O -0.53758 18.18259 -35.92528  N40 1.224
33 O 1.25144 11.54546 -29.79736  C57 1.388, C60 1.354
34 O 0.37571 14.65777 -34.39989  N39 1.212
35 O 1.01502 6.74932 -34.07322  N41 1.204
36 O 4.77640 16.05588 -31.87640  C47 1.344, C66 1.427
37 O 1.10140 12.64934 -34.09969  N39 1.211
38 O -1.76827 19.33684 -34.59377  N40 1.228
39 N 0.38015 13.46689 -34.62625  O34 1.212, O37 1.211, C68 1.469
40 N -0.87332 18.52172 -34.79822  O32 1.224, O38 1.228, C49 1.487
41 N 0.82858 7.88239 -33.70975  O19 1.213, O35 1.204, C69 1.479
42 C -2.27244 10.26329 -38.10808  Cl2 1.788, C62 1.503, H94 1.089, H107 1.090
43 C 2.74070 15.84856 -32.95105  F8 1.387, O12 1.385, C66 1.531, H86 1.086
44 C -2.82870 16.49626 -35.94594  O21 1.360, O23 1.188, O29 1.326
45 C -1.97196 16.94139 -39.54344  O27 1.366, O28 1.185, O31 1.365
46 C -3.95028 18.38429 -35.58513  F7 1.378, O21 1.403, C54 1.514, H74 1.091
47 C 4.73620 16.89820 -32.92264  O12 1.356, O20 1.178, O36 1.344
48 C 4.86025 12.18621 -34.45044  Cl4 1.808, C64 1.510, H91 1.088, H93 1.085
49 C -0.39376 17.73403 -33.63167  N40 1.487, H82 1.080, H98 1.088, H105 1.087
50 C -6.56242 12.69224 -33.51903  O18 1.181, O24 1.374, O25 1.342
51 C -5.44802 14.61757 -34.07061  F6 1.370, O24 1.413, C52 1.536, H77 1.093
52 C -4.60181 13.38301 -34.41463  O25 1.433, C51 1.536, H70 1.088, H87 1.088
53 C 0.18207 17.43600 -39.08783  O31 1.414, C63 1.524, H72 1.089, H75 1.094
54 C -4.01694 18.02862 -37.05535  O29 1.445, C46 1.514, H79 1.091, H97 1.083
55 C 1.98132 11.60666 -38.44621  O16 1.348, O22 1.358, O30 1.182
56 C 1.78621 11.37354 -40.67646  O16 1.423, C67 1.555, H76 1.089, H81 1.088
57 C 2.01673 10.49822 -30.29155  F11 1.376, O33 1.388, C58 1.538, H84 1.083
58 C 2.54878 11.06339 -31.61904  O17 1.428, C57 1.538, H83 1.089, H106 1.086
59 C -2.83209 17.34483 -31.78870  O13 1.348, O15 1.357, O26 1.176
60 C 1.64633 12.71107 -30.36111  O14 1.185, O17 1.333, O33 1.354
61 C -2.53139 15.19953 -32.47071  F10 1.400, O15 1.413, C65 1.535, H92 1.091
62 C -1.48147 11.45764 -38.56455  Cl1 1.795, C42 1.503, H89 1.087, H101 1.085
63 C 0.02942 15.93435 -39.29536  F5 1.367, O27 1.404, C53 1.524, H104 1.090
64 C 4.63338 11.25351 -35.61660  Cl3 1.784, C48 1.510, H78 1.086, H102 1.085
65 C -1.45811 15.59769 -31.44847  O13 1.425, C61 1.535, H95 1.092, H103 1.087
66 C 3.70586 15.12180 -32.01146  O36 1.427, C43 1.531, H80 1.084, H96 1.092
67 C 2.17144 10.00783 -40.04030  F9 1.390, O22 1.387, C56 1.555, H90 1.090
68 C -0.53713 13.01187 -35.68006  N39 1.469, H85 1.089, H99 1.090, H100 1.087
69 C 0.29915 8.84324 -34.70111  N41 1.479, H71 1.088, H73 1.085, H88 1.085
70 H -4.59747 13.18264 -35.48403  C52 1.088
71 H 1.11145 9.00500 -35.40689  C69 1.088
72 H 0.91350 17.63651 -38.30604  C53 1.089
73 H -0.57739 8.48792 -35.23228  C69 1.085
74 H -3.70192 19.43511 -35.42851  C46 1.091
75 H 0.59340 17.92017 -39.97807  C53 1.094
76 H 2.66735 11.82600 -41.12950  C56 1.089
77 H -5.02158 15.15347 -33.21908  C51 1.093
78 H 5.53285 10.72208 -35.91398  C64 1.086
79 H -3.25281 18.57677 -37.60800  C54 1.091
80 H 3.21774 14.83431 -31.08759  C66 1.084
81 H 1.01763 11.28009 -41.44034  C56 1.088
82 H -1.15909 17.82433 -32.87567  C49 1.080
83 H 1.89730 10.87449 -32.47116  C58 1.089
84 H 1.47707 9.56150 -30.36113  C57 1.083
85 H -0.30817 13.48939 -36.63179  C68 1.089
86 H 2.26019 15.14572 -33.62599  C43 1.086
87 H -3.61894 13.43396 -33.94996  C52 1.088
88 H 0.09114 9.74077 -34.12733  C69 1.085
89 H -1.07567 11.24615 -39.55095  C62 1.087
90 H 1.42491 9.24082 -40.24524  C67 1.090
91 H 3.90376 12.52328 -34.05711  C48 1.088
92 H -2.17247 15.07698 -33.49397  C61 1.091
93 H 5.48929 11.75279 -33.67942  C48 1.085
94 H -1.76921 9.30976 -38.25859  C42 1.089
95 H -0.46245 15.34855 -31.82068  C65 1.092
96 H 4.10810 14.20192 -32.44171  C66 1.092
97 H -4.95339 18.14395 -37.58691  C54 1.083
98 H -0.25593 16.73388 -34.03618  C49 1.088
99 H -0.45138 11.94197 -35.87045  C68 1.090
100 H -1.59891 13.18481 -35.52512  C68 1.087
101 H -0.72707 11.79691 -37.86279  C62 1.085
102 H 4.17139 11.73606 -36.47214  C64 1.085
103 H -1.63854 15.13181 -30.48305  C65 1.087
104 H 0.84629 15.50243 -39.87320  C63 1.090
105 H 0.59838 18.12187 -33.41711  C49 1.087
106 H 3.51699 10.64972 -31.88688  C58 1.086
107 H -3.17058 10.20686 -38.72284  C42 1.090

Calculated values
HOMO energy, eV: -11.0
SMILES: O=C1OC[C@@H](F)O1.O=C1OC[C@@H](F)O1.O=C1OC[C@@H](F)O1.O=C1OC[C@@H](F)O1.O=C1OC[C@@H](F)O1.O=C1OC[C@@H](F)O1.O=C1OC[C@@H](F)O1.C[N+](=O)[O-].C[N+](=O)[O-].C[N+](=O)[O-].ClCCCl.ClCCCl
Charge: 0
Kohn-Sham gap, Ha: 0.37784

Among the records above, which one has the highest HOMO energy? C28H37NO15P

What is the formula in the second record? C28H38Cl4F7N3O27